Formula: C19H15Cl3N2O7Pd
Source: the Open Molecules 2025 dataset
Level of theory: wB97M-V/def2-TZVPD

Structure (XYZ):
```
47
Properties=species:S:1:pos:R:3:forces:R:3:mulliken_charge:R:1
Pd -0.114825 -1.123658 -0.545958 -0.091 -0.561 -0.101 0.80
C 2.969863 -2.103133 4.355316 0.024 0.016 0.002 -0.95
O 1.994021 -2.041459 3.353604 -0.049 -0.002 0.012 -0.37
C 1.037732 -1.069968 3.488117 0.046 -0.012 0.040 1.04
C 0.845477 -0.339068 4.633008 0.026 -0.026 -0.021 -0.63
C -0.143944 0.659202 4.690475 -0.026 0.042 -0.028 -0.93
C -0.911048 0.895769 3.582501 0.021 0.001 0.076 -0.80
C -0.740196 0.159849 2.394271 -0.011 0.012 -0.059 0.65
C -1.586531 0.528639 1.287509 0.063 -0.013 0.064 -0.35
N -1.490788 0.073973 0.094709 -0.044 0.174 0.057 0.44
N -2.380447 0.544084 -0.864942 -0.020 0.055 -0.032 -0.95
C -2.055192 0.063249 -2.034178 -0.026 -0.140 0.055 0.78
O -1.106725 -0.766720 -2.281572 0.087 0.248 -0.017 -1.01
C -2.879092 0.500004 -3.200715 -0.042 0.021 -0.009 0.31
C -2.552529 0.033116 -4.469627 0.003 0.010 -0.003 -0.48
C -3.302108 0.420116 -5.572026 0.002 0.001 -0.003 -0.57
C -4.382417 1.277862 -5.417385 0.000 0.000 -0.001 -0.34
C -4.706728 1.751577 -4.151281 0.001 -0.001 0.002 -0.57
C -3.959094 1.366819 -3.049233 -0.004 -0.014 -0.008 -0.22
C 0.251797 -0.852630 2.308087 -0.238 -0.065 -0.058 0.66
O 0.474816 -1.609645 1.292177 0.328 0.244 0.043 -0.96
H 3.697101 -2.845775 4.029884 -0.001 0.004 -0.001 0.24
H 2.552258 -2.415054 5.322219 0.002 -0.008 -0.003 0.33
H 3.471941 -1.137703 4.484473 -0.005 -0.001 -0.001 0.37
H 1.476695 -0.503953 5.496398 0.001 -0.002 -0.004 0.29
H -0.259597 1.255560 5.586622 -0.005 -0.005 0.000 0.33
H -1.650729 1.688887 3.590994 -0.006 -0.006 -0.001 0.26
H -2.362661 1.269606 1.463789 0.003 0.014 -0.018 0.30
H -1.697238 -0.622628 -4.564139 0.003 -0.006 0.001 0.46
H -3.036756 0.054814 -6.557338 0.000 0.001 0.001 0.37
H -4.965443 1.582474 -6.279154 0.000 -0.001 0.001 0.35
H -5.543698 2.428666 -4.024332 0.000 -0.001 0.000 0.35
H -4.190080 1.729589 -2.057082 -0.001 0.002 -0.001 0.43
C 2.948587 -3.256262 -2.693969 0.021 -0.008 0.009 -1.00
C 1.970412 -2.139014 -2.318010 0.047 -0.065 -0.009 0.80
O 1.887274 -1.153145 -3.040172 0.000 -0.009 -0.015 -0.65
O 1.307319 -2.398134 -1.248512 -0.107 -0.016 -0.063 -0.63
H 3.848563 -2.823988 -3.130300 -0.005 0.002 -0.002 0.30
H 2.475676 -3.888703 -3.449511 -0.003 -0.001 0.004 0.23
H 3.196809 -3.869839 -1.829459 0.006 -0.002 -0.002 0.29
Cl 3.160843 2.584623 3.592534 -0.006 -0.008 0.024 -0.21
C 3.308256 2.808260 1.818748 0.007 -0.001 -0.019 0.37
Cl 3.772169 4.509699 1.517027 -0.004 -0.011 0.005 -0.19
Cl 4.629271 1.768620 1.237474 -0.006 0.005 0.006 -0.19
C 1.864076 2.414427 1.160854 -0.033 -0.020 0.076 0.44
O 1.773901 1.212696 0.929690 0.033 0.147 -0.001 -0.47
O 1.103009 3.378299 1.068417 0.010 0.006 0.004 -0.71
```
Forces are in eV/Å.

Summary:
- Total energy: -78308.5002 eV
- HOMO level: -1.84 eV
- Total charge: -2
- LUMO: 4.591 eV
- M: 596.1 Da
- Kohn-Sham gap: 6.431 eV



Formula: C19H15FN2O4
Source: the Open Molecules 2025 dataset
Level of theory: wB97M-V/def2-TZVPD

Structure (XYZ):
```
41
Properties=species:S:1:pos:R:3:forces:R:3:mulliken_charge:R:1
C 2.218421 3.220841 0.754292 -1.928 -1.195 0.044 -1.27
C 1.954308 2.026105 -0.208356 0.966 -0.621 2.726 -1.47
C 1.505240 0.662305 0.473855 -0.229 -0.405 -0.188 2.53
C 0.158382 0.859444 1.229203 0.078 -0.575 1.932 -0.05
C -0.082790 0.431735 2.588705 0.475 -0.772 -1.312 -0.11
C -1.275083 0.711563 3.282155 -0.508 -0.077 -1.448 -0.94
C -2.310376 1.308988 2.511723 1.097 0.572 -0.080 -0.30
C -2.073867 1.749350 1.176452 -1.071 -0.836 2.490 -0.99
C -0.856276 1.522830 0.585915 -0.662 -0.450 1.755 -0.30
C 2.568208 0.041566 1.396538 2.986 2.326 0.475 -0.32
O 3.508361 0.641745 1.895021 -1.162 0.886 -0.158 -0.63
N 2.638281 -1.296398 1.581686 -1.972 0.685 -1.606 0.05
C 1.763032 -2.115346 0.972780 -1.124 -6.366 1.175 0.29
O 1.648241 -3.261688 1.455610 -0.291 2.492 -1.398 -0.65
N 1.125419 -1.735847 -0.220455 -0.307 0.854 1.346 0.45
C 0.417415 -2.599972 -1.117022 1.372 -5.029 -0.552 0.16
O 0.873873 -3.740392 -1.310896 -1.112 3.150 0.504 -0.54
C -0.826007 -2.182290 -1.835357 -0.226 1.868 2.291 0.56
C -0.827944 -2.209772 -3.205761 -0.471 -0.632 0.212 -0.66
C -1.848253 -1.613110 -3.890166 -0.524 0.945 1.247 -0.68
C -2.822852 -0.877028 -3.241400 -1.395 -0.164 -0.417 -0.48
C -2.891304 -0.882108 -1.853311 -0.904 0.511 0.087 -0.37
C -1.906564 -1.540307 -1.153610 0.737 -0.414 -0.380 0.60
F -2.008797 -1.626454 0.193041 0.413 0.096 -0.450 -0.40
C 1.316648 -0.440327 -0.604837 0.652 2.369 -4.560 -0.09
O 1.407264 -0.207448 -1.838605 -0.670 -0.188 3.495 -0.68
H 2.963607 2.886506 1.477682 0.160 0.637 -0.253 0.31
H 2.466836 4.030851 0.073339 0.413 0.299 0.520 0.44
H 1.284063 3.464902 1.299569 0.529 0.160 -0.181 0.25
H 2.929912 1.954187 -0.612663 0.864 -1.013 -0.953 0.63
H 1.292043 2.270273 -0.977122 -1.148 0.238 -1.126 0.60
H 0.591536 -0.370989 2.940469 -0.117 1.022 0.488 0.28
H -1.456885 0.379525 4.328245 0.263 0.204 -1.039 0.37
H -3.280681 1.484105 2.964434 0.084 0.003 -0.038 0.41
H -2.912917 2.222998 0.675147 0.326 -0.047 -0.227 0.41
H -0.800054 1.792904 -0.385900 0.679 0.941 -3.056 0.62
H 3.016446 -1.646332 2.425622 0.674 -0.370 0.715 0.30
H -0.130003 -2.827890 -3.717611 0.815 -0.039 -0.272 0.47
H -1.875458 -1.655284 -4.912205 0.002 -0.209 -2.456 0.50
H -3.693007 -0.441647 -3.815031 1.309 -0.351 0.642 0.30
H -3.768419 -0.392094 -1.381174 0.926 -0.505 0.007 0.41
```
Forces are in eV/Å.

Summary:
- Total energy: -33833.4133 eV
- HOMO level: -9.63 eV
- SMILES string: CC[C@]1(c2ccccc2)C(=O)NC(=O)N(C(=O)c2ccccc2F)C1=O
- LUMO: -0.121 eV
- M: 354.3 Da
- Kohn-Sham gap: 9.507 eV



Formula: C19H15N2P
Source: the Open Molecules 2025 dataset
Level of theory: wB97M-V/def2-TZVPD

Structure (XYZ):
```
37
Properties=species:S:1:pos:R:3:forces:R:3:mulliken_charge:R:1
C -1.612905 -4.267333 -0.110756 -0.482 0.137 0.693 -0.48
C -2.002706 -3.383088 0.867687 -1.231 0.446 1.972 -0.38
C -1.581111 -2.043581 0.935613 1.141 -2.702 -2.173 -0.48
C -0.619589 -1.714245 -0.103133 -0.066 1.551 3.251 0.45
P 0.124549 -0.062195 0.142385 1.623 1.474 -0.715 0.21
C -0.807125 1.535079 -0.250619 0.219 -2.301 3.462 -0.12
C -0.712514 2.287727 -1.353071 -0.260 4.067 -0.684 -0.03
C -1.167910 3.669109 -1.376328 -0.577 -0.454 0.939 -0.59
C -1.821576 4.156581 -0.211990 -0.867 -1.386 -0.674 -0.35
C -2.007461 3.334422 0.915528 1.263 -0.752 -2.747 -0.70
C -1.481066 2.028569 0.860056 -1.012 1.969 2.599 -0.02
C 1.865422 0.067070 0.979134 -2.276 1.087 -0.580 -0.19
C 2.383429 -0.849030 1.814772 -0.297 -2.649 0.458 0.15
N 3.557343 -0.507157 2.379880 -0.489 -0.545 0.820 -0.75
C 3.687029 0.742580 2.034171 1.492 -0.484 0.733 0.36
C 4.681274 1.611976 2.481520 -0.109 3.980 -1.133 -0.52
C 4.690512 2.933351 2.036946 -1.522 -2.116 -2.616 -0.45
C 3.743637 3.328980 0.948219 -0.618 -0.396 1.555 -0.57
C 2.721145 2.463232 0.619456 0.783 -1.165 0.822 -0.04
N 2.731143 1.140778 1.174444 -1.157 2.769 -2.147 -0.04
C -0.068973 -2.634652 -0.988699 -2.187 1.800 0.427 -0.47
C -0.687781 -3.855725 -1.009377 1.018 -1.045 -1.596 -0.38
H -2.070797 -5.243663 -0.141577 0.167 -0.148 -0.114 0.39
H -2.653805 -3.793499 1.676726 0.347 0.590 -0.735 0.28
H -1.937462 -1.484995 1.785461 0.365 0.713 -0.330 0.33
H -0.108406 1.917198 -2.097877 0.993 -0.644 -2.042 0.45
H -1.087460 4.394721 -2.230757 0.116 -1.333 0.693 0.32
H -2.499706 5.005978 -0.204004 0.882 0.633 -0.375 0.32
H -2.580045 3.749849 1.700844 -0.318 -0.095 1.027 0.42
H -1.562367 1.578790 1.866480 0.291 -0.723 -1.076 0.25
H 1.913053 -1.787182 2.066048 0.094 -0.202 -0.210 0.48
H 5.424440 1.411427 3.190708 0.695 -1.151 0.860 0.46
H 5.531886 3.556317 2.185593 0.498 0.678 0.674 0.39
H 3.755452 4.384125 0.604772 -0.118 -1.033 0.028 0.33
H 1.838921 2.574896 0.000237 0.371 0.626 -0.212 0.20
H 0.439317 -2.157560 -1.799736 0.929 -0.552 -0.291 0.40
H -0.438238 -4.509297 -1.809208 0.303 -0.646 -0.561 0.37
```
Forces are in eV/Å.

Summary:
- Total energy: -32210.9627 eV
- HOMO level: -6.67 eV
- SMILES string: c1ccc(P(c2ccccc2)c2cnc3ccccn23)cc1
- LUMO: 0.563 eV
- M: 302.3 Da
- Kohn-Sham gap: 7.232 eV



Formula: C19H15N3O7SV
Source: the Open Molecules 2025 dataset
Level of theory: wB97M-V/def2-TZVPD

Structure (XYZ):
```
46
Properties=species:S:1:pos:R:3:forces:R:3:mulliken_charge:R:1
V -0.041509 0.053818 0.026029 -2.372 -3.509 1.888 1.00
C -2.562881 7.935089 -0.266889 -0.082 -0.044 0.031 -1.45
C -2.404592 6.486982 0.110055 0.113 0.045 -0.040 0.90
C -2.707808 5.477273 -0.797252 -0.033 -0.016 -0.039 -0.80
C -2.537461 4.141470 -0.467307 0.050 -0.010 -0.027 -0.18
C -2.050228 3.811660 0.787549 0.093 0.252 0.203 -0.28
C -1.742910 4.802236 1.712205 0.024 -0.044 0.021 -0.45
C -1.916658 6.130098 1.366595 -0.006 0.033 0.033 -0.69
S -1.819047 2.123023 1.218626 -0.087 0.301 -0.068 1.48
O -2.570438 1.369970 0.254930 0.056 -0.052 -0.333 -0.65
O -2.084593 1.931297 2.602810 0.134 0.060 0.393 -0.73
N -0.196986 1.823561 0.996084 -0.070 -0.496 -1.675 -0.70
C 0.348764 2.225718 -0.252474 0.483 3.896 1.266 0.94
C 0.792382 3.549523 -0.400316 0.098 0.403 -0.312 -0.48
C 1.376798 3.940239 -1.582561 -0.094 -0.130 0.125 -0.36
C 1.557190 3.005355 -2.612303 -0.151 -0.238 0.109 -0.78
C 1.149686 1.715067 -2.385078 0.262 0.240 -0.274 -0.24
N 0.570211 1.372116 -1.226844 0.093 -0.217 -0.702 -0.18
H -3.324303 8.059984 -1.035562 0.016 -0.002 -0.023 0.37
H -1.625504 8.337948 -0.655022 0.007 0.003 0.002 0.28
H -2.851733 8.535870 0.594728 0.027 0.006 0.011 0.38
H -3.090746 5.738064 -1.776653 -0.017 0.001 0.008 0.37
H -2.781339 3.356158 -1.169807 -0.036 -0.010 0.014 0.57
H -1.378942 4.524795 2.693320 -0.015 -0.010 0.004 0.44
H -1.678270 6.904670 2.085705 -0.023 -0.001 0.006 0.39
H 0.658370 4.242258 0.416874 0.000 -0.028 0.014 0.56
H 1.698956 4.965625 -1.705479 0.048 -0.009 -0.039 0.46
H 2.013190 3.266821 -3.554646 0.013 0.041 -0.004 0.42
H 1.273488 0.926159 -3.113692 0.023 -0.022 0.032 0.48
O 1.026727 -0.722312 0.835484 0.808 0.356 0.278 -0.62
O -3.092996 -2.453564 -0.947929 -0.341 -0.169 -0.071 -0.59
C -1.932621 -2.181681 -0.832475 0.103 0.716 0.416 0.17
O -1.538288 -0.968246 -0.392244 0.601 -0.974 -0.788 -0.49
C -0.869226 -3.195221 -1.180523 -0.192 0.182 0.072 0.61
C -1.259217 -4.456576 -1.620002 0.049 -0.038 0.007 -0.74
C -0.298956 -5.402229 -1.942886 0.041 0.010 0.000 -0.47
C 1.053848 -5.097616 -1.838925 -0.104 -0.076 -0.043 -0.59
C 1.410371 -3.836099 -1.406931 0.133 -0.080 -0.032 -0.33
C 0.468397 -2.888506 -1.065509 -0.099 -0.167 -0.337 0.00
N 2.843120 -3.484068 -1.319212 -0.052 0.046 0.044 1.02
O 3.115562 -2.349336 -0.976760 0.025 -0.168 -0.122 -0.59
O 3.654515 -4.345180 -1.598943 -0.086 0.140 0.055 -0.62
H -2.315068 -4.674893 -1.698750 -0.006 0.003 -0.001 0.51
H -0.600086 -6.383474 -2.283009 0.007 -0.007 0.002 0.40
H 1.818894 -5.815836 -2.092692 0.014 0.003 0.007 0.49
H 0.751030 -1.922778 -0.707010 0.544 -0.221 -0.114 0.77
```
Forces are in eV/Å.

Summary:
- Total energy: -75269.9796 eV
- HOMO level (alpha / beta): -9.50 / -9.75 eV
- Multiplicity: 2
- LUMO (alpha / beta): -0.796 / -0.713 eV
- Expectation value of S²: 0.76
- M: 480.4 Da
- Kohn-Sham gap (alpha / beta): 8.699 / 9.041 eV



Formula: C19H15NO6
Source: the Open Molecules 2025 dataset
Level of theory: wB97M-V/def2-TZVPD

Structure (XYZ):
```
41
Properties=species:S:1:pos:R:3:forces:R:3:mulliken_charge:R:1
O 4.478633 4.087160 1.437102 -0.005 0.005 -0.003 -0.55
C 3.379427 3.636561 1.195588 0.035 -0.001 0.001 0.36
C 2.147201 4.349452 1.618043 -0.037 0.005 0.000 -0.45
C 0.940600 3.856333 1.355566 -0.018 0.009 -0.006 -0.17
C 0.777713 2.572026 0.628306 0.035 -0.027 -0.043 0.59
O -0.326142 2.121122 0.388271 0.049 0.061 0.019 -0.61
C 2.006484 1.855282 0.206775 0.048 -0.054 -0.001 -0.48
C 3.212458 2.352830 0.470666 -0.045 -0.004 -0.001 -0.42
H 2.290296 5.282033 2.148572 0.026 -0.005 0.005 0.42
H 0.032104 4.359439 1.661667 -0.001 -0.013 0.022 0.38
H 1.864105 0.920753 -0.321849 -0.051 0.064 0.010 0.58
H 4.123840 1.850257 0.172858 0.016 0.016 0.012 0.44
O -1.099271 3.942709 4.324493 -0.001 0.009 -0.006 -0.54
C -1.902890 3.033217 4.300096 -0.001 0.006 -0.005 0.48
C -2.156464 2.268349 3.055451 -0.021 0.024 0.021 -0.04
C -3.039798 1.274281 3.025923 0.018 0.014 0.005 -0.45
C -3.806171 0.887854 4.236304 -0.013 -0.027 -0.020 0.37
O -4.610380 -0.018841 4.212410 -0.001 0.008 0.011 -0.54
C -3.550424 1.654904 5.483107 0.031 0.041 0.015 -0.40
C -2.667446 2.649232 5.513157 -0.022 -0.019 0.033 -0.39
H -1.585656 2.561754 2.183788 -0.052 -0.047 -0.017 0.23
H -3.239612 0.703552 2.127999 -0.008 -0.012 0.009 0.44
H -4.120561 1.356812 6.353735 -0.016 -0.026 -0.018 0.41
H -2.464797 3.221246 6.409764 0.020 0.016 -0.015 0.41
O 1.204061 -0.443928 -1.956272 0.672 0.362 0.644 -0.47
C 0.598744 -0.895340 -2.867004 -0.348 0.165 -0.120 0.12
O 1.190703 -1.420264 -3.942225 -0.211 -0.376 -0.214 -0.30
C 0.378337 -2.357093 -4.679063 0.296 -0.144 0.047 -1.11
C 0.496665 -3.734711 -4.086014 0.057 -0.186 -0.039 0.99
C -0.356506 -4.189025 -3.087373 0.339 -0.098 -0.217 -0.26
C -0.182252 -5.479450 -2.598721 -0.113 0.163 -0.008 -0.30
N 0.752308 -6.324863 -3.028974 0.008 0.305 -0.094 -0.60
C 1.572643 -5.868136 -3.975096 0.023 0.137 -0.139 -0.27
C 1.492358 -4.597401 -4.532887 -0.327 -0.070 0.377 -0.47
H -0.496841 -0.851599 -2.895808 -0.233 -0.262 -0.233 0.38
H 0.780752 -2.370433 -5.684487 -0.003 0.164 -0.155 0.40
H -0.657770 -2.028123 -4.708674 -0.125 0.120 0.030 0.44
H -1.136321 -3.551952 -2.697761 -0.139 -0.007 0.068 0.33
H -0.848659 -5.837220 -1.825918 -0.005 -0.143 0.080 0.35
H 2.336909 -6.546006 -4.329859 0.044 -0.148 0.059 0.35
H 2.191618 -4.282777 -5.291658 0.080 -0.021 -0.116 0.36
```
Forces are in eV/Å.

Summary:
- Total energy: -33718.5920 eV
- HOMO level: -10.04 eV
- SMILES string: O=C1C=CC(=O)C=C1.O=C1C=CC(=O)C=C1.O=COCc1ccncc1
- LUMO: -1.390 eV
- M: 353.3 Da
- Kohn-Sham gap: 8.647 eV